Here is C6H11NS in the gas phase at a distorted geometry from the OMol25 dataset. Energies are from ωB97M-V with the def2-TZVPD basis set.

```
19
Properties=species:S:1:pos:R:3:mulliken_charge:R:1
S -2.9928 -1.3486 -0.0906 -0.20
N -0.4747 1.5170 -0.7818 -0.66
C 1.2992 -0.4284 -0.6672 -0.73
C -2.6542 0.2209 -0.3785 -0.48
C 2.2778 -1.3858 0.1011 -0.98
C -0.4908 0.3750 1.2769 -0.53
C -1.6031 0.9715 0.3423 0.15
C 0.5774 0.7664 0.0599 -0.13
H 0.5931 -1.0049 -1.1405 0.39
H 1.9214 -1.6070 1.1454 0.29
H -0.7917 -0.7263 1.6923 0.30
H 2.2424 -2.5242 -0.4793 0.23
H -2.1408 1.9286 0.6358 0.27
H -3.3984 0.8392 -1.0285 0.29
H 1.8581 -0.1250 -1.5442 0.41
H -0.3917 1.3016 1.9741 0.27
H 1.2741 1.3333 0.4895 0.54
H -0.5995 1.1268 -1.6635 0.29
H 3.4943 -1.2298 0.0570 0.27
```

Output
HOMO level, eV: -8.83
LUMO energy, eV: -0.432

=====

Here is C6H11NS as an isolated structure at a distorted geometry from the OMol25 dataset. Energies are from ωB97M-V with the def2-TZVPD basis set.

```
19
Properties=species:S:1:pos:R:3:mulliken_charge:R:1
S -1.5474 1.2250 -0.8562 -0.17
N -1.1108 -1.4513 0.1122 -0.72
C 0.3630 1.5844 2.6568 -0.58
C 1.3247 -1.3958 -0.9379 -1.10
C -0.0544 -0.5528 -0.6239 0.51
C -0.0377 0.7791 0.1141 -0.40
C -0.4913 0.2654 -1.9562 -0.66
C -0.2459 0.7868 1.7036 -0.25
H 0.6845 1.4758 -0.1344 0.59
H -2.0288 -1.1465 -0.1050 0.29
H -1.2247 -2.3640 -0.4559 0.28
H 1.8393 -0.4396 -1.3629 0.26
H 1.3824 -2.2473 -1.5288 0.42
H 1.3229 2.2002 2.4421 0.23
H 1.9260 -1.2193 0.0239 0.31
H -1.2808 0.3550 2.1524 0.15
H -1.1469 -0.3888 -2.6730 0.36
H 0.4731 0.9149 -2.3129 0.29
H -0.1473 1.6187 3.7422 0.20
```

Output
HOMO level, eV: -8.67
LUMO energy, eV: 0.799

=====

Here is C6H11NS as an isolated structure at a distorted geometry from the OMol25 dataset. Energies are from ωB97M-V with the def2-TZVPD basis set.

```
19
Properties=species:S:1:pos:R:3:mulliken_charge:R:1
S 2.7257 -0.0730 0.0590 -0.25
N 0.0321 2.0587 0.4487 -0.70
C 0.1066 -0.7607 1.3244 -0.65
C 0.8062 -0.2828 0.0061 -0.07
C -0.0731 0.9318 -0.4666 0.16
C -1.4578 0.2561 -0.3217 -1.04
C -0.9774 -1.1034 0.2878 -0.14
C 0.0930 -1.4933 -0.6321 -0.76
H 2.9060 0.5085 -1.1888 0.13
H -0.6975 2.8030 0.3289 0.22
H -1.9512 0.1029 -1.3579 0.24
H -1.7978 -1.8026 0.5905 0.43
H 0.5320 -1.7071 1.6837 0.35
H -0.0478 -1.5597 -1.6936 0.31
H 0.9996 2.4311 0.2277 0.27
H -0.0157 0.0324 2.1378 0.27
H 0.7137 -2.3606 -0.3913 0.30
H 0.2023 1.2460 -1.4450 0.49
H -2.0988 0.7728 0.4023 0.44
```

Output
HOMO level, eV: -9.03
LUMO energy, eV: 0.837

=====

Here is C6H11NS in the gas phase at a distorted geometry from the OMol25 dataset. Energies are from ωB97M-V with the def2-TZVPD basis set.

```
19
Properties=species:S:1:pos:R:3:mulliken_charge:R:1
S 2.0653 -0.4466 -0.5247 -0.25
N -0.1220 -1.3934 1.0884 -0.51
C -2.3908 -0.4011 -1.1412 -0.62
C -0.0872 1.0964 1.2047 -1.00
C -0.5879 -0.1508 0.4396 0.96
C 0.2795 1.7458 -0.1310 -0.68
C 0.4388 0.3285 -0.7472 -0.19
C -1.9958 -0.1157 0.0863 -1.00
H 1.9443 -0.7488 0.8785 0.15
H -0.0502 -1.4571 2.1652 0.23
H 0.0314 0.1732 -1.7144 0.41
H -0.6017 -2.2075 0.8494 0.22
H 0.6942 0.8755 1.8832 0.32
H -0.4995 2.2682 -0.5773 0.32
H -2.6855 0.2023 0.8041 0.43
H -3.4827 -0.2059 -1.3568 0.26
H -0.8147 1.7252 1.7267 0.32
H -1.8257 -1.0145 -2.0105 0.23
H 1.1591 2.2706 -0.1395 0.39
```

Output
HOMO level, eV: -8.43
LUMO energy, eV: 0.920

=====

Here is an isolated ion of composition C6H11O and charge -1 at a distorted geometry from the OMol25 dataset. Energies are from ωB97M-V with the def2-TZVPD basis set.

```
18
Properties=species:S:1:pos:R:3:mulliken_charge:R:1
O -3.1650 1.4419 -1.1224 -0.79
C 0.3085 1.2305 0.1578 -0.58
C 1.1235 -1.0242 0.7666 0.03
C 0.8627 -0.1249 -0.2189 -0.37
C -1.9282 1.1031 -1.0190 -0.41
C 1.4722 -2.5306 0.4854 -1.17
C -1.1489 1.5345 0.1520 -0.16
H 0.7126 1.7539 1.1151 0.29
H 1.0290 -2.9279 -0.3376 0.37
H 1.4004 -0.6193 1.8417 0.21
H -1.2335 1.3050 -2.0118 0.05
H 0.5620 -0.3545 -1.2258 0.31
H 1.2875 -3.3027 1.3421 0.26
H -1.7973 -0.1114 -1.0808 0.00
H 2.5443 -2.7489 0.2711 0.28
H -1.5491 0.9413 1.0885 0.14
H 0.7803 1.8688 -0.7681 0.24
H -1.2611 2.5655 0.5643 0.29
```

Output
HOMO level, eV: -2.14
Charge: -1
LUMO energy, eV: 3.618

=====

Here is a 2-piece molecular cluster, C6H11O overall at a distorted geometry from the OMol25 dataset. Energies are from ωB97M-V with the def2-TZVPD basis set.

```
18
Properties=species:S:1:pos:R:3:mulliken_charge:R:1
O 0.0020 -0.8099 1.0264 -0.89
C 1.1710 -0.1640 -2.1944 -0.27
C 2.0883 -0.2825 -1.2415 -0.68
C -0.2710 -0.0147 -1.8896 0.16
C -1.1124 -0.1909 3.0773 -1.19
C -1.1374 0.4829 -2.7738 -0.90
C -0.0199 0.1258 2.0092 -0.20
H 0.9305 0.2251 2.5827 0.25
H -0.8894 -1.1577 3.5321 0.27
H -1.1116 0.5806 3.8626 0.36
H -0.3190 1.1202 1.5894 0.15
H 1.3953 -0.1038 -3.2591 0.23
H 3.1223 -0.3479 -1.5707 0.24
H 1.7715 -0.3686 -0.2052 0.30
H -2.1801 0.6164 -2.5182 0.29
H -0.5272 -0.1789 -0.8258 0.33
H -2.0820 -0.2640 2.5857 0.29
H -0.8308 0.7321 -3.7870 0.26
```

Output
HOMO level, eV: -2.62
Charge: -1
LUMO energy, eV: 3.985

=====

Repeat the first record exactly.
Here is C6H11NS in the gas phase at a distorted geometry from the OMol25 dataset. Energies are from ωB97M-V with the def2-TZVPD basis set.

```
19
Properties=species:S:1:pos:R:3:mulliken_charge:R:1
S -2.9928 -1.3486 -0.0906 -0.20
N -0.4747 1.5170 -0.7818 -0.66
C 1.2992 -0.4284 -0.6672 -0.73
C -2.6542 0.2209 -0.3785 -0.48
C 2.2778 -1.3858 0.1011 -0.98
C -0.4908 0.3750 1.2769 -0.53
C -1.6031 0.9715 0.3423 0.15
C 0.5774 0.7664 0.0599 -0.13
H 0.5931 -1.0049 -1.1405 0.39
H 1.9214 -1.6070 1.1454 0.29
H -0.7917 -0.7263 1.6923 0.30
H 2.2424 -2.5242 -0.4793 0.23
H -2.1408 1.9286 0.6358 0.27
H -3.3984 0.8392 -1.0285 0.29
H 1.8581 -0.1250 -1.5442 0.41
H -0.3917 1.3016 1.9741 0.27
H 1.2741 1.3333 0.4895 0.54
H -0.5995 1.1268 -1.6635 0.29
H 3.4943 -1.2298 0.0570 0.27
```

Output
HOMO level, eV: -8.83
LUMO energy, eV: -0.432

=====

Please write out number 2 again, unchanged.
Here is C6H11NS as an isolated structure at a distorted geometry from the OMol25 dataset. Energies are from ωB97M-V with the def2-TZVPD basis set.

```
19
Properties=species:S:1:pos:R:3:mulliken_charge:R:1
S -1.5474 1.2250 -0.8562 -0.17
N -1.1108 -1.4513 0.1122 -0.72
C 0.3630 1.5844 2.6568 -0.58
C 1.3247 -1.3958 -0.9379 -1.10
C -0.0544 -0.5528 -0.6239 0.51
C -0.0377 0.7791 0.1141 -0.40
C -0.4913 0.2654 -1.9562 -0.66
C -0.2459 0.7868 1.7036 -0.25
H 0.6845 1.4758 -0.1344 0.59
H -2.0288 -1.1465 -0.1050 0.29
H -1.2247 -2.3640 -0.4559 0.28
H 1.8393 -0.4396 -1.3629 0.26
H 1.3824 -2.2473 -1.5288 0.42
H 1.3229 2.2002 2.4421 0.23
H 1.9260 -1.2193 0.0239 0.31
H -1.2808 0.3550 2.1524 0.15
H -1.1469 -0.3888 -2.6730 0.36
H 0.4731 0.9149 -2.3129 0.29
H -0.1473 1.6187 3.7422 0.20
```

Output
HOMO level, eV: -8.67
LUMO energy, eV: 0.799

=====

Question: Which value of LUMO energy does entry 1 give?
Answer: -0.432 eV

=====

Question: Which of these has the lowest LUMO energy?
Answer: number 1